{
  "formula": "C2H5IO2",
  "method": "ωB97M-V/def2-TZVPD",
  "lumo_energy_ev": 0.10,
  "e_homo_ev": -8.878,
  "orbital_gap_ev": 8.98,
  "e_tot_ev": -14347.3999,
  "elements": ["C", "C", "O", "O", "I", "H", "H", "H", "H", "H"],
  "xyz": [[1.06, 1.69, 0.03], [-0.82, 0.72, 0.75], [-0.14, -3.01, -0.12], [-0.14, 1.06, -0.31], [-2.63, -0.30, 0.32], [1.05, 1.97, 1.09], [1.28, 2.55, -0.70], [1.82, 1.00, -0.31], [-0.96, -2.73, 0.24], [-0.51, -2.94, -0.99]]
}